No. 1
DFT (the ωB97M-V functional and the def2-TZVPD basis) results for a structure of composition C50H45F9N5O3P3SbSe2Ti at a distorted geometry.

Calculated values
Highest occupied orbital energy (alpha / beta) ... -11.8 / -11.8 eV
Total energy ... -10246.85062 Eh
Relative energy (zero: lowest compared OMol25 entry of this formula, charge and spin) ... 168.36 kJ/mol
Expectation value of S² ... 0.754
2S+1 ... 2
Charge ... +2
Orbital gap (alpha / beta) ... 6.08 / 5.90 eV

Atoms and positions in Å:
H -1.41 5.12 1.21
F -4.82 -1.39 -1.12
C 3.16 -4.17 4.56
H -3.15 -1.78 3.25
H 2.21 -3.24 -4.24
H -4.92 4.43 -2.07
H -1.17 -1.53 -3.86
C -3.71 -0.38 1.69
C -6.66 5.98 0.41
C -6.38 5.13 1.48
H 2.83 -6.65 -1.63
C 6.48 3.11 0.27
C -6.37 1.47 -2.23
C 3.54 -2.87 4.27
O -1.68 2.63 2.34
C 7.13 1.09 -1.56
Se 5.31 -1.80 -2.35
C -6.14 5.75 -0.89
H -7.24 -0.31 3.34
H 2.10 -5.92 3.82
N 3.25 1.02 -1.18
F -7.11 1.18 -5.78
N -1.13 4.64 -0.89
H -6.36 6.46 -1.68
C -5.36 4.61 -1.08
C 3.24 -2.30 3.04
N 1.97 1.05 -1.33
Se -0.12 -1.54 1.50
C 7.04 -3.20 2.92
H 0.75 0.57 2.58
C 2.30 -3.70 -3.27
H 1.36 3.52 2.50
H 2.87 -5.07 0.31
C 0.94 2.65 2.01
C -5.00 1.71 -2.27
H 5.41 -3.54 -0.08
H -0.17 1.63 3.53
H -2.04 4.17 -1.05
H 1.25 -4.80 1.80
C -4.36 1.91 -3.51
C 2.41 -5.09 -3.09
C 2.24 -2.84 -2.17
H -4.63 1.97 -5.68
H 0.28 5.08 0.67
C -3.92 -1.15 2.82
C 7.14 -1.81 2.91
C -5.07 1.82 -4.69
C -2.66 -1.52 -2.30
C -7.11 1.26 -3.40
P -0.70 2.81 1.21
H 5.10 1.65 1.11
N 1.41 0.01 -0.74
H 7.66 -1.30 3.73
C -6.43 1.41 -4.62
H 7.47 -3.81 3.75
C 2.50 -3.02 2.09
H 7.38 0.28 -2.25
H -6.81 5.29 2.46
C -4.24 -1.88 -2.24
C 2.31 -3.36 -0.85
H 2.38 -5.74 -3.94
H -3.30 2.17 -3.57
Ti -0.67 -0.16 -0.51
C 5.89 1.84 0.38
C 5.86 -3.07 0.80
H -8.17 0.99 -3.37
P 1.98 -2.31 0.58
C 1.98 -4.29 2.45
C -2.29 -1.51 -3.79
C 2.40 -4.90 3.65
H -2.66 -0.66 -4.37
F -7.50 7.03 0.63
H 2.19 -1.78 -2.37
F -2.39 -3.07 -0.41
Sb -3.99 1.90 -0.34
C 2.59 -4.74 -0.69
C 6.25 0.83 -0.52
H -5.24 3.37 2.09
H -6.92 1.40 -1.29
H 7.80 4.37 -0.91
C -4.70 0.49 1.19
C 6.41 -3.83 1.83
H -0.42 4.18 -1.53
C -0.70 4.57 0.58
C -5.95 0.51 1.83
C 2.60 -5.60 -1.79
P 5.34 -0.72 -0.53
H 6.69 0.06 1.99
C -5.04 3.77 0.00
C -1.87 -2.68 -1.62
H 3.63 -1.29 2.78
N 0.74 1.52 3.04
H 3.50 -4.66 5.48
H 4.13 -2.30 4.98
C 6.60 -1.04 1.89
C -5.54 4.04 1.25
H 1.54 1.53 3.69
F -0.59 -2.18 -1.26
F -1.61 -3.81 -2.29
O -0.88 1.71 0.12
C 7.70 2.36 -1.69
H -1.25 5.62 -1.17
F -5.38 -1.84 4.56
H -2.76 -0.46 1.17
H 1.72 2.28 1.32
C -6.23 -0.35 2.91
O -2.26 -0.41 -1.54
H 6.34 -4.93 1.79
F -4.96 -1.35 -3.29
C 3.59 -0.14 -0.47
C -5.18 -1.12 3.43
F -4.46 -3.24 -2.26
C 7.35 3.38 -0.79
H -6.72 1.22 1.48
C 5.91 -1.67 0.84
H -2.66 -2.43 -4.29
H 8.40 2.57 -2.51
C 2.38 -0.72 -0.07
H 6.26 3.89 1.00


No. 2
DFT (the ωB97M-V functional and the def2-TZVPD basis) results for a structure of composition C2H3NO3S at a distorted geometry.

Calculated values
Highest occupied orbital energy ... -9.1 eV
Total energy ... -756.54258 Eh
Relative energy (zero: lowest compared OMol25 entry of this formula, charge and spin) ... 350.65 kJ/mol
2S+1 ... 1
Charge ... 0
Orbital gap ... 8.95 eV

Atoms and positions in Å:
H 0.80 1.92 -1.22
C 0.21 1.14 -0.67
O -0.76 -1.62 -0.34
N 0.87 0.05 -0.60
H -1.03 1.07 0.67
S -0.26 -1.16 1.36
C 0.64 -1.15 -0.34
O -0.95 1.53 -0.17
H 1.24 -2.01 -0.32
O -0.76 0.23 1.63


No. 3
DFT (the ωB97M-V functional and the def2-TZVPD basis) results for a structure of composition C4H14N4S at a distorted geometry.

Calculated values
Highest occupied orbital energy ... -17.7 eV
Total energy ... -777.19662 Eh
Relative energy (zero: lowest compared OMol25 entry of this formula, charge and spin) ... 10.07 kJ/mol
2S+1 ... 1
Charge ... +2
Orbital gap ... 9.06 eV

Atoms and positions in Å:
C 0.84 1.17 2.31
H -1.24 -1.02 -2.78
N -0.08 0.73 1.19
N -0.25 -0.61 -1.06
S -2.43 -1.79 -0.69
H -2.70 -2.63 0.18
H 2.23 0.30 -2.35
H 0.91 1.47 -2.32
H 2.31 1.66 -1.23
N -1.08 -0.26 -2.12
N -0.77 -0.44 1.45
C -0.85 -1.44 -0.18
H -0.40 -1.14 2.23
H -0.71 1.59 0.98
H -0.91 0.61 -2.57
H 0.29 1.50 3.14
H 1.50 2.03 2.24
C 1.59 0.94 -1.67
H -0.39 -2.35 0.28
C 0.95 -0.10 -0.88
H 1.45 0.35 2.48
H -1.85 -0.35 1.46
H 1.57 -0.22 -0.08


No. 4
DFT (the ωB97M-V functional and the def2-TZVPD basis) results for a structure of composition C24H23AuNO4S7.

Calculated values
Highest occupied orbital energy ... -5.6 eV
Total energy ... -4207.18107 Eh
Relative energy (zero: lowest compared OMol25 entry of this formula, charge and spin) ... 48.35 kJ/mol
2S+1 ... 1
Charge ... -1
Orbital gap ... 7.44 eV

Atoms and positions in Å:
C 3.57 0.39 -1.74
C 0.94 -1.05 3.52
C -3.96 -2.81 -0.14
C -2.31 -3.01 2.08
N 3.67 -0.85 -0.95
H -2.71 -2.69 -2.47
H -1.84 1.86 -3.22
H 1.42 0.34 -1.77
C -2.57 -2.82 -0.31
O 2.89 3.38 -5.77
C -1.23 3.30 0.32
C -1.75 -2.93 0.81
C -4.51 -2.90 1.13
H -1.90 1.39 1.05
H -0.80 -3.10 5.94
H 3.64 -1.63 -1.59
C 0.17 -3.53 5.68
H 1.26 2.33 -3.27
H -2.77 -0.35 -0.30
O 4.54 4.63 -4.46
H 5.51 2.72 -3.27
H -4.12 -3.06 3.24
C 2.31 0.85 -2.12
C -1.71 2.01 0.17
C 4.72 1.05 -2.14
H 0.38 -4.37 6.35
H -0.67 -2.92 0.70
C 4.62 2.18 -2.95
C -0.14 1.27 4.15
H 5.69 0.68 -1.83
C -1.97 -2.63 -1.67
H -0.98 4.17 -2.95
S 3.23 4.01 -4.50
H -1.64 -3.07 2.94
H -1.19 -3.36 -1.88
H 0.17 -3.88 4.65
S -1.09 -1.03 -1.87
O 0.01 -1.06 -0.86
C 3.38 2.62 -3.37
H -0.58 5.09 -0.69
O 2.16 4.81 -3.93
C -1.20 3.57 -2.07
Au 2.30 -1.40 0.61
S 0.21 0.41 5.61
H -3.23 -0.02 -1.99
C 0.91 -1.02 4.87
C 2.23 1.96 -2.95
S -0.92 2.71 4.11
C -3.69 -3.00 2.24
S 1.48 -2.30 5.93
C -0.97 4.08 -0.80
H -1.05 3.69 1.32
S 0.27 0.36 2.73
C -2.43 0.06 -1.25
S 1.48 -2.39 2.55
C -1.67 2.27 -2.22
H -4.61 -2.71 -1.02
H -5.59 -2.89 1.25
H 4.57 -0.89 -0.49
C -1.93 1.48 -1.10


> Look up the charge of the fourth one.

-1


> Which value of charge does entry 4 give?

-1